C3H8NP in the gas phase at a distorted geometry. Source: the Open Molecules 2025 dataset; level of theory: ωB97M-V/def2-TZVPD.

Each line ends with the Mulliken spin population.
Geometry (Å):
1 C -0.237 0.162 -0.034  0.53
2 C -1.971 0.728 0.105  0.17
3 C 1.330 -1.154 -1.246  0.03
4 N 0.058 -0.797 -0.736  0.87
5 P 0.990 1.276 0.696  0.23
6 H -1.977 1.136 1.108  0.00
7 H -2.115 1.583 -0.585  0.01
8 H -2.562 -0.157 -0.069  0.00
9 H 2.007 -0.290 -0.798  0.04
10 H 1.453 -1.073 -2.389  0.03
11 H 1.517 -2.134 -0.811  0.01
12 H 1.137 0.563 1.889  0.07
13 H 0.130 2.181 1.356  0.00

Properties
relative energy (zero: lowest compared OMol25 entry of this formula, charge and spin) = 189.15 kJ/mol
LUMO energy (alpha / beta) = 1.134 / -1.776 eV
calculated total energy = -514.98388 Eh
frontier orbital gap (alpha / beta) = 0.21868 / 0.28816 Eh
multiplicity = 3